ORCA calculation (ωB97M-V/def2-TZVPD) on a 14-piece molecular cluster, C59H157N11O17 overall in a non-equilibrium geometry.

HOMO level (eV): -7.94
Kohn-Sham gap (eV): 8.0649
Calculated total energy (hartree): -4223.11065

The geometry in ORCA input format:
```
! RIJCOSX wB97M-V def2-TZVPD def2/J DEFGRID3
* xyz 0 1
C -14.699 -4.607 -22.065
C -15.075 -3.835 -23.335
C -14.139 -2.666 -23.735
O -14.904 -4.812 -24.418
H -15.202 -5.569 -21.974
H -14.983 -3.996 -21.208
H -13.615 -4.720 -22.034
H -16.151 -3.666 -23.370
H -13.102 -2.994 -23.653
H -14.329 -1.883 -23.001
H -14.301 -2.183 -24.698
H -13.952 -4.933 -24.450
C -13.850 -15.801 -17.136
C -14.915 -15.448 -18.105
C -15.560 -14.070 -17.985
O -14.484 -15.447 -19.502
H -14.003 -15.630 -16.070
H -12.966 -15.168 -17.217
H -13.457 -16.814 -17.223
H -15.758 -16.135 -18.031
H -15.879 -14.023 -16.944
H -16.450 -13.975 -18.608
H -14.911 -13.241 -18.268
H -14.401 -16.380 -19.713
C -17.606 -10.268 -20.138
C -17.036 -9.553 -18.940
C -16.234 -10.529 -18.029
O -16.156 -8.561 -19.342
H -16.805 -10.874 -20.561
H -17.909 -9.628 -20.967
H -18.379 -10.936 -19.759
H -17.771 -9.022 -18.335
H -16.882 -11.298 -17.608
H -15.679 -10.047 -17.224
H -15.521 -11.202 -18.506
H -15.483 -8.989 -19.876
C -15.498 -11.856 -23.842
O -16.356 -12.344 -24.881
C -16.378 -13.777 -24.966
C -17.386 -14.187 -26.059
N -18.772 -13.869 -25.623
C -19.762 -13.898 -26.662
C -21.119 -13.564 -26.074
O -22.180 -13.719 -27.047
C -23.445 -13.570 -26.453
H -15.238 -10.825 -24.081
H -14.571 -12.422 -23.942
H -15.994 -11.946 -22.875
H -16.639 -14.268 -24.028
H -15.399 -14.132 -25.287
H -17.343 -15.265 -26.213
H -17.144 -13.752 -27.029
H -18.997 -14.483 -24.853
H -19.739 -14.917 -27.048
H -19.519 -13.182 -27.448
H -21.190 -12.545 -25.696
H -21.352 -14.149 -25.185
H -24.251 -13.781 -27.157
H -23.636 -12.531 -26.182
H -23.570 -14.212 -25.582
C -21.981 -3.587 -20.016
O -21.032 -4.661 -20.052
C -21.277 -5.679 -19.027
C -20.163 -6.739 -19.110
N -18.920 -6.357 -18.410
C -18.238 -5.243 -18.993
C -16.865 -5.200 -18.413
O -16.954 -4.197 -17.395
C -15.649 -3.896 -16.897
H -22.973 -4.011 -20.172
H -21.928 -2.843 -20.812
H -21.911 -3.092 -19.048
H -22.282 -6.066 -19.198
H -21.321 -5.278 -18.015
H -20.046 -6.905 -20.181
H -20.566 -7.621 -18.612
H -18.232 -7.075 -18.588
H -18.800 -4.345 -18.736
H -18.242 -5.492 -20.054
H -16.098 -4.953 -19.148
H -16.571 -6.161 -17.991
H -15.006 -4.726 -16.603
H -15.707 -3.110 -16.144
H -15.078 -3.582 -17.771
C -19.334 -13.474 -15.455
O -17.967 -13.782 -15.167
C -17.755 -14.717 -14.052
C -16.301 -14.711 -13.777
N -15.717 -13.419 -13.560
C -16.202 -12.772 -12.355
C -15.629 -11.319 -12.330
O -14.360 -11.103 -11.795
C -13.322 -11.897 -12.367
H -19.805 -12.809 -14.732
H -19.898 -14.403 -15.540
H -19.510 -13.025 -16.432
H -18.128 -15.698 -14.350
H -18.369 -14.369 -13.221
H -15.886 -15.307 -14.590
H -16.172 -15.339 -12.895
H -16.135 -12.920 -14.333
H -15.926 -13.413 -11.518
H -17.288 -12.728 -12.273
H -16.213 -10.624 -11.726
H -15.626 -10.902 -13.337
H -12.407 -11.641 -11.832
H -13.188 -11.867 -13.449
H -13.542 -12.934 -12.115
C -20.851 -5.774 -25.417
C -21.452 -5.513 -24.064
C -21.740 -6.811 -23.320
O -22.889 -7.454 -23.819
C -23.242 -8.640 -23.096
N -20.536 -4.734 -23.268
H -21.553 -6.363 -26.008
H -19.997 -6.447 -25.346
H -20.526 -4.851 -25.897
H -22.278 -4.821 -24.230
H -22.027 -6.530 -22.307
H -20.838 -7.417 -23.398
H -24.199 -9.062 -23.404
H -23.395 -8.250 -22.090
H -22.528 -9.463 -23.137
H -20.931 -4.846 -22.346
H -19.648 -5.209 -23.189
C -21.120 -10.556 -20.465
C -21.371 -10.501 -18.940
C -22.761 -9.957 -18.443
O -22.999 -8.673 -19.017
C -24.131 -8.097 -18.401
N -21.114 -11.860 -18.451
H -22.048 -10.828 -20.968
H -20.373 -11.249 -20.852
H -20.789 -9.573 -20.800
H -20.612 -9.880 -18.465
H -22.839 -9.967 -17.356
H -23.527 -10.653 -18.787
H -24.475 -7.262 -19.011
H -23.986 -7.778 -17.369
H -25.015 -8.735 -18.389
H -21.823 -12.560 -18.617
H -21.100 -11.805 -17.443
C -16.408 -6.788 -14.145
C -17.534 -7.026 -15.216
C -18.616 -8.001 -14.737
O -17.961 -9.240 -14.579
C -18.917 -10.216 -14.188
N -18.169 -5.744 -15.479
H -16.883 -6.555 -13.192
H -15.709 -5.967 -14.299
H -15.843 -7.702 -13.961
H -17.027 -7.468 -16.073
H -19.405 -7.991 -15.489
H -19.093 -7.699 -13.804
H -19.426 -10.002 -13.248
H -18.484 -11.187 -13.946
H -19.624 -10.275 -15.015
H -18.754 -5.698 -16.301
H -17.446 -5.092 -15.749
C -18.427 -14.225 -21.203
C -19.848 -14.437 -21.694
C -20.084 -15.805 -22.394
O -19.529 -15.629 -23.728
C -19.499 -16.842 -24.487
N -20.549 -14.428 -20.460
H -18.366 -13.256 -20.708
H -17.697 -14.106 -22.003
H -18.088 -15.108 -20.660
H -20.148 -13.634 -22.367
H -21.139 -16.079 -22.413
H -19.531 -16.540 -21.810
H -19.041 -17.621 -23.878
H -18.887 -16.651 -25.369
H -20.482 -17.183 -24.810
H -21.535 -14.462 -20.678
H -20.345 -13.530 -20.045
C -11.612 -13.318 -20.182
C -12.461 -13.321 -21.466
C -12.357 -14.642 -22.239
O -13.237 -14.638 -23.267
C -13.527 -15.924 -23.768
N -13.800 -13.093 -21.064
H -10.584 -13.501 -20.493
H -11.923 -14.047 -19.433
H -11.575 -12.348 -19.686
H -12.121 -12.530 -22.135
H -12.595 -15.464 -21.565
H -11.383 -14.771 -22.712
H -12.679 -16.304 -24.338
H -14.424 -15.866 -24.383
H -13.783 -16.664 -23.009
H -13.963 -13.830 -20.393
H -14.400 -13.408 -21.813
C -19.676 -10.802 -23.632
C -18.970 -9.897 -24.635
C -17.896 -8.978 -24.020
O -18.454 -7.932 -23.241
C -17.548 -6.834 -23.072
N -18.360 -10.746 -25.626
H -20.341 -11.584 -23.999
H -20.300 -10.219 -22.955
H -18.921 -11.293 -23.019
H -19.685 -9.242 -25.134
H -17.399 -8.509 -24.870
H -17.200 -9.562 -23.418
H -17.251 -6.298 -23.974
H -16.650 -7.240 -22.606
H -17.958 -6.092 -22.387
H -18.956 -11.555 -25.734
H -17.513 -11.180 -25.288
C -13.642 -8.854 -15.418
C -12.836 -9.359 -16.634
C -12.747 -10.915 -16.766
O -12.005 -11.430 -15.640
C -11.791 -12.831 -15.777
N -13.267 -8.744 -17.883
H -14.611 -9.348 -15.345
H -13.803 -7.777 -15.376
H -13.170 -9.090 -14.464
H -11.785 -9.097 -16.515
H -12.329 -11.254 -17.714
H -13.748 -11.345 -16.747
H -11.562 -13.208 -16.774
H -12.669 -13.419 -15.509
H -10.994 -13.090 -15.080
H -13.179 -7.752 -18.054
H -14.258 -8.908 -17.988
C -13.971 -8.645 -22.515
C -13.199 -9.594 -21.644
C -11.865 -9.084 -21.103
O -10.849 -8.784 -22.162
C -9.656 -8.354 -21.478
N -14.032 -10.064 -20.566
H -15.005 -8.891 -22.753
H -13.397 -8.536 -23.435
H -13.989 -7.636 -22.103
H -12.947 -10.452 -22.267
H -11.490 -9.867 -20.444
H -12.006 -8.173 -20.520
H -9.317 -9.052 -20.712
H -9.814 -7.408 -20.959
H -8.888 -8.208 -22.238
H -13.512 -9.909 -19.714
H -14.089 -11.070 -20.634
*
```